18
Properties=species:S:1:pos:R:3:forces:R:3:mulliken_spin:R:1 method="wB97M-V/def2-TZVPD" multiplicity=2 de_lowest_kcal_mol=0.0 total_charge=-1 homo_energy_ev="-4.079 / -4.078"
F 2.007 3.159 0.594 -0.17 -0.27 0.06 0.00
O -3.270 -1.068 -0.828 -0.04 0.41 -0.15 0.29
C -3.053 0.135 -1.038 0.08 -0.33 0.23 0.02
C -1.869 0.821 -0.648 0.37 0.25 -0.08 0.45
O -0.902 0.182 -0.040 0.40 -0.24 0.30 0.20
H -3.804 0.772 -1.547 0.11 -0.06 0.04 0.00
H -1.731 1.881 -0.891 -0.02 -0.24 0.13 0.04
C 0.344 0.960 0.358 -0.71 -0.38 -0.29 0.02
C 1.336 0.024 1.017 -0.26 0.24 0.43 0.01
O 2.042 -0.802 0.126 0.26 -0.31 -0.23 0.00
C 1.430 -2.035 -0.172 -0.20 0.02 -0.07 0.00
H -0.018 1.676 1.111 0.52 0.21 -0.76 -0.01
H 0.747 1.334 -0.594 -0.10 0.50 0.80 -0.01
H 2.078 0.650 1.532 -0.29 0.11 -0.38 0.00
H 0.823 -0.577 1.788 0.01 -0.02 -0.17 0.00
H 2.134 -2.609 -0.786 -0.12 0.13 0.14 0.00
H 1.215 -2.599 0.751 0.00 0.06 -0.18 0.00
H 0.491 -1.904 -0.733 0.16 -0.07 0.16 0.00



18
Properties=species:S:1:pos:R:3:forces:R:3:mulliken_charge:R:1 method="wB97M-V/def2-TZVPD" de_lowest_kcal_mol=23.6 homo_energy_ev=-8.640 smiles="S=C1CC[C@H]1CCS"
S -0.261 -0.955 1.928 0.07 -0.32 0.15 -0.28
C -0.553 0.395 1.132 0.09 0.86 -0.06 -0.05
C -1.005 1.786 1.551 0.67 0.99 1.98 -0.43
C -1.356 2.102 0.093 -0.23 -0.23 -0.77 -0.86
C -0.637 0.759 -0.345 -1.34 -0.20 -0.39 0.38
C 0.707 0.952 -1.037 0.26 -0.88 -0.65 -0.73
C 1.572 -0.331 -1.094 -0.98 -0.32 0.91 -0.78
S 0.758 -1.760 -1.904 0.01 0.08 0.27 -0.22
H -0.182 2.464 2.035 -1.12 -1.34 -1.13 0.20
H -1.793 1.802 2.341 0.30 -0.13 -0.74 0.30
H -2.433 2.120 -0.157 0.50 -0.16 0.34 0.28
H -0.927 3.017 -0.319 0.13 -0.11 0.06 0.31
H -1.326 0.020 -0.891 1.19 1.05 0.51 0.36
H 0.585 1.325 -2.080 -0.23 -0.27 0.66 0.32
H 1.332 1.686 -0.541 -0.12 0.37 0.38 0.34
H 2.424 -0.075 -1.678 0.85 -0.15 -0.48 0.40
H 1.912 -0.691 -0.093 -0.29 0.54 -0.76 0.33
H 0.086 -2.202 -0.810 0.23 0.21 -0.28 0.13



48
Properties=species:S:1:pos:R:3:forces:R:3:mulliken_charge:R:1 method="wB97M-V/def2-TZVPD" de_lowest_kcal_mol=0.0 total_charge=+1 homo_energy_ev=-10.707
Hg 1.259 0.313 -1.162 -0.55 0.11 0.18 0.60
C -0.661 3.313 -0.866 -0.10 -0.02 0.05 -1.31
Ge -0.970 1.396 -0.680 0.38 -0.05 -0.31 0.48
C -2.187 0.690 -2.019 -0.15 0.07 0.11 0.56
C -3.515 1.113 -1.947 -0.03 0.00 0.01 -0.43
C -4.457 0.652 -2.855 0.03 -0.01 -0.01 -0.70
C -4.080 -0.241 -3.848 0.00 0.00 0.00 -0.44
C -2.764 -0.670 -3.929 -0.01 -0.01 -0.01 -0.68
C -1.825 -0.206 -3.019 0.07 0.00 -0.03 0.07
C -1.359 0.899 1.151 -0.12 0.12 0.03 1.17
C -1.461 1.910 2.074 0.04 -0.02 0.01 -0.43
C -1.767 1.643 3.427 0.01 -0.03 0.00 -0.91
C -1.960 0.357 3.835 -0.01 0.03 0.03 -0.78
C -1.862 -0.720 2.920 0.01 0.00 -0.01 0.78
C -2.059 -2.058 3.339 0.00 -0.02 -0.02 -0.80
C -1.967 -3.091 2.451 0.00 0.01 0.02 -0.52
C -1.676 -2.829 1.096 0.01 0.00 -0.02 -1.04
C -1.483 -1.547 0.664 0.00 -0.03 0.01 -0.24
C -1.565 -0.453 1.561 0.02 -0.02 0.00 -0.03
H -1.590 3.869 -0.733 -0.01 -0.03 0.01 0.41
H -0.283 3.516 -1.866 0.00 0.01 0.00 0.39
H 0.062 3.664 -0.130 0.01 0.01 -0.02 0.40
H -3.832 1.805 -1.173 0.02 -0.01 0.01 0.37
H -5.483 0.989 -2.787 0.00 0.00 0.00 0.39
H -4.813 -0.604 -4.556 0.00 0.00 0.00 0.39
H -2.467 -1.367 -4.702 0.00 0.00 0.00 0.39
H -0.800 -0.555 -3.103 -0.01 0.01 0.01 0.08
H -1.306 2.941 1.775 -0.02 0.00 -0.01 0.38
H -1.848 2.461 4.130 0.00 0.00 0.00 0.40
H -2.199 0.139 4.869 0.00 0.00 0.00 0.39
H -2.288 -2.248 4.381 0.00 0.00 0.00 0.39
H -2.125 -4.109 2.779 0.00 0.00 0.00 0.40
H -1.618 -3.650 0.393 -0.01 0.00 0.00 0.43
H -1.290 -1.367 -0.388 -0.02 0.00 0.00 0.21
C 5.899 -1.486 -1.124 -0.05 -0.02 -0.05 -1.04
As 4.454 -0.495 -0.369 0.14 -0.07 0.05 0.79
C 4.934 1.358 -0.295 -0.06 0.01 -0.01 -1.02
C 4.130 -1.093 1.420 -0.07 0.01 -0.02 -1.00
O 3.088 -0.735 -1.325 0.40 -0.04 -0.01 -0.74
H 6.791 -1.362 -0.513 0.00 0.00 0.00 0.38
H 6.082 -1.120 -2.133 0.01 0.00 0.01 0.35
H 5.617 -2.536 -1.166 0.00 0.00 0.01 0.35
H 5.884 1.474 0.224 0.01 -0.01 0.00 0.39
H 4.160 1.903 0.244 0.01 0.00 -0.01 0.34
H 5.016 1.747 -1.308 0.01 -0.02 0.00 0.35
H 5.049 -1.050 2.003 0.01 0.00 -0.01 0.39
H 3.755 -2.113 1.388 0.02 -0.01 -0.01 0.35
H 3.379 -0.447 1.874 0.01 -0.01 0.01 0.34



22
Properties=species:S:1:pos:R:3:forces:R:3:mulliken_charge:R:1 method="wB97M-V/def2-TZVPD" de_lowest_kcal_mol=101.3 homo_energy_ev="-8.011 / -8.850"
C 3.738 0.512 1.108 0.49 -0.53 -0.21 -0.43
C 3.131 -0.705 1.454 -1.60 1.35 -1.19 -0.33
C 2.995 1.487 0.447 1.42 0.45 -0.46 -0.29
C 1.777 -0.905 1.050 0.08 0.41 1.89 -0.48
C 1.652 1.321 0.111 1.87 0.48 0.83 -0.43
C 1.101 0.159 0.469 -0.64 -1.76 0.29 0.28
C -2.554 -2.154 0.485 0.57 -0.45 -0.38 -0.61
C -2.084 -1.148 -0.245 0.77 -0.32 0.74 -0.11
C -2.095 1.423 -1.207 -1.53 2.17 -0.30 -0.85
P -2.078 0.544 0.406 -0.49 0.17 -0.28 0.29
S -3.704 0.930 1.465 0.79 -0.09 -0.05 -0.34
H 4.817 0.643 1.315 -0.86 0.16 -0.02 0.32
H 3.621 -1.400 2.090 0.37 -0.68 0.20 0.39
H 3.475 2.431 0.104 -0.28 -0.78 0.55 0.27
H 1.217 -1.695 1.579 0.27 0.08 -0.88 0.28
H 1.254 2.225 -0.208 -1.58 0.99 -0.99 0.39
H -2.645 -3.180 0.113 0.37 0.38 0.16 0.26
H -2.674 -1.982 1.532 -1.16 0.03 0.52 0.21
H -1.412 -1.365 -1.071 -0.67 0.23 -0.65 0.28
H -1.681 2.539 -1.255 -1.13 -2.47 0.38 0.29
H -1.454 0.801 -1.792 0.36 -0.19 -0.82 0.29
H -3.223 1.344 -1.591 2.58 0.38 0.66 0.31



98
Properties=species:S:1:pos:R:3:forces:R:3:mulliken_charge:R:1 method="wB97M-V/def2-TZVPD" de_lowest_kcal_mol=0.0 total_charge=+1 homo_energy_ev=-8.571
C -0.634 -2.242 -1.346 -0.16 -0.71 -0.81 -0.02
C 1.586 -2.195 -0.494 0.68 1.12 0.50 0.33
C -0.376 -3.419 -2.040 -1.13 0.86 0.23 -0.83
C 1.820 -3.466 -1.085 -0.37 -0.78 -0.43 -1.09
C 0.855 -4.058 -1.875 0.98 0.31 0.61 -0.94
H -1.161 -3.821 -2.675 0.17 -0.07 0.15 0.54
H 2.796 -3.918 -0.921 -0.24 0.03 -0.14 0.54
H 1.040 -5.007 -2.372 0.05 0.16 0.11 0.44
N 0.320 -1.643 -0.610 -0.07 0.17 0.47 1.18
P -2.573 -0.702 0.061 -0.66 -0.99 -0.12 0.60
P 2.602 0.259 0.443 0.94 -0.07 -0.43 0.82
C -2.010 -1.586 -1.458 -0.24 -0.21 -0.46 -1.32
H -2.008 -0.869 -2.295 0.12 -0.21 0.30 0.71
H -2.755 -2.360 -1.714 0.38 0.23 -0.07 0.37
C -0.152 2.911 1.899 0.29 2.82 1.14 0.35
O -0.125 4.009 2.211 -0.12 -1.91 -0.69 -0.26
C 2.618 -1.477 0.156 -0.09 -0.83 0.19 -1.21
H 3.537 -2.036 0.349 -0.18 0.11 -0.32 0.06
C 3.353 1.091 -1.130 0.18 -0.10 0.62 2.13
C 3.724 0.604 1.956 -0.16 -0.10 -0.71 1.97
C -3.796 0.693 -0.445 0.06 -0.52 0.10 2.23
C -3.308 -2.116 1.090 -0.58 0.40 -0.42 2.12
C 2.891 2.558 -1.149 0.20 0.05 -0.10 -1.26
H 3.229 3.114 -0.266 -0.11 -0.12 -0.28 0.21
H 3.319 3.050 -2.036 -0.11 -0.02 0.16 0.55
H 1.798 2.631 -1.209 0.23 -0.01 0.06 -0.10
C 4.884 0.997 -1.150 0.10 0.22 -0.38 -1.93
H 5.370 1.562 -0.345 -0.17 -0.19 -0.26 0.33
H 5.226 -0.047 -1.122 -0.11 0.25 0.03 0.38
H 5.239 1.431 -2.099 -0.02 -0.11 0.19 0.53
C 2.825 0.366 -2.375 0.03 -0.10 0.07 -1.61
H 3.233 0.855 -3.274 -0.09 -0.06 0.23 0.58
H 3.148 -0.683 -2.393 -0.13 0.26 0.03 0.32
H 1.732 0.403 -2.435 0.20 -0.12 0.01 0.01
C 3.989 2.118 2.040 0.13 -0.06 0.24 -1.84
H 3.053 2.693 2.027 0.18 -0.11 0.00 0.25
H 4.494 2.331 2.995 -0.10 -0.03 -0.20 0.53
H 4.644 2.488 1.242 -0.24 -0.13 0.23 0.29
C 2.992 0.154 3.225 -0.05 -0.02 0.08 -1.69
H 2.017 0.640 3.346 0.14 0.04 -0.04 0.06
H 2.838 -0.932 3.240 0.06 0.20 -0.08 0.25
H 3.610 0.413 4.097 -0.13 -0.06 -0.19 0.69
C 5.032 -0.191 1.876 0.29 0.11 0.22 -1.81
H 5.658 0.070 1.018 -0.22 -0.08 0.28 0.29
H 5.613 0.032 2.785 -0.06 -0.13 -0.18 0.53
H 4.842 -1.270 1.857 0.04 0.22 0.04 0.34
C -3.647 -1.549 2.479 -0.12 -0.13 0.07 -1.28
H -4.082 -2.357 3.086 0.07 0.23 -0.07 0.51
H -2.747 -1.186 2.991 -0.23 -0.12 -0.14 0.04
H -4.373 -0.727 2.441 0.20 -0.26 0.03 0.16
C -2.259 -3.228 1.249 0.12 0.04 -0.07 -1.63
H -2.108 -3.793 0.319 0.01 0.18 0.24 0.26
H -1.295 -2.832 1.588 -0.25 -0.14 -0.21 0.02
H -2.611 -3.935 2.018 0.03 0.19 -0.22 0.70
C -4.552 -2.724 0.416 -0.18 -0.27 0.41 -1.65
H -4.771 -3.682 0.913 -0.02 0.18 -0.19 0.52
H -5.440 -2.093 0.526 0.28 -0.22 -0.03 0.40
H -4.392 -2.936 -0.650 -0.06 0.04 0.27 0.20
C -3.759 0.930 -1.961 -0.05 0.05 -0.09 -1.60
H -4.111 0.054 -2.524 0.10 0.24 0.15 0.34
H -4.434 1.768 -2.196 0.15 -0.21 0.07 0.62
H -2.756 1.207 -2.308 -0.34 -0.15 0.10 -0.22
C -3.314 1.963 0.281 -0.09 0.03 -0.05 -1.51
H -2.317 2.268 -0.066 -0.19 -0.08 0.12 0.04
H -4.015 2.782 0.061 0.15 -0.15 0.08 0.59
H -3.283 1.827 1.372 0.00 0.01 -0.23 0.31
C -5.244 0.384 -0.045 -0.23 0.21 -0.13 -1.97
H -5.648 -0.467 -0.608 0.14 0.29 0.21 0.38
H -5.367 0.211 1.032 0.01 0.01 -0.37 0.30
H -5.859 1.260 -0.304 0.14 -0.19 0.09 0.53
Sn -0.109 0.184 0.623 0.19 0.85 0.25 0.96
N -0.380 1.394 -1.719 -0.12 1.34 -2.58 -0.08
C -0.397 2.044 -2.692 0.02 -0.91 1.82 -0.52
C -0.413 2.917 -3.896 0.00 0.14 -0.29 1.90
C 0.730 2.488 -4.819 0.44 -0.29 -0.02 -1.43
C -1.757 2.752 -4.612 -0.41 -0.25 0.10 -1.74
C -0.231 4.370 -3.446 0.10 0.25 0.43 -1.57
H 1.701 2.603 -4.316 -0.27 -0.07 -0.16 0.18
H 0.608 1.437 -5.112 0.11 0.23 0.03 0.37
H 0.745 3.099 -5.732 -0.14 -0.08 0.29 0.45
H -2.582 3.076 -3.963 0.15 -0.09 -0.20 0.36
H -1.784 3.356 -5.527 0.14 -0.10 0.25 0.45
H -1.919 1.702 -4.889 -0.03 0.25 0.02 0.35
H -0.246 5.054 -4.304 -0.02 -0.32 0.12 0.42
H -1.041 4.660 -2.764 0.20 0.00 -0.14 0.39
H 0.728 4.497 -2.925 -0.23 0.01 -0.11 0.34
N 1.616 -5.054 4.723 -1.16 2.46 -0.45 -0.50
C 1.127 -4.003 4.551 1.00 -2.11 0.46 -0.37
C 0.530 -2.699 4.360 0.15 -0.11 -0.07 0.04
C 0.041 -1.960 5.443 0.00 0.02 -0.06 -0.63
C -0.511 -0.710 5.198 -0.01 0.10 -0.27 -0.96
C -0.562 -0.242 3.885 0.33 -0.44 -0.40 -0.44
N -0.094 -0.954 2.832 0.31 -1.00 1.12 1.28
C 0.465 -2.168 3.073 -0.45 0.92 -0.06 -0.44
H 0.113 -2.372 6.449 -0.07 0.15 -0.25 0.53
H -0.907 -0.082 5.994 0.14 -0.24 -0.13 0.52
H -0.983 0.746 3.663 0.14 -0.42 -0.04 0.28
H 0.869 -2.714 2.214 -0.13 0.26 0.28 0.22



86
Properties=species:S:1:pos:R:3:forces:R:3:mulliken_charge:R:1 method="wB97M-V/def2-TZVPD" total_charge=+1 homo_energy_ev=-11.883
C -5.357 0.090 0.114 -0.07 0.20 -0.11 -0.92
C -5.079 0.971 -1.060 0.11 0.64 0.02 0.82
N -4.715 2.174 -0.845 -0.06 -0.32 -0.04 -0.65
C -5.241 0.378 -2.448 0.15 0.02 0.59 -1.30
C -3.884 0.151 -3.096 -0.16 -0.89 -0.60 0.09
C -3.147 1.365 -3.659 0.70 0.15 0.41 -0.64
N -1.718 1.052 -3.316 -0.39 0.70 0.70 -0.02
C -1.778 0.312 -2.218 -0.01 -0.26 0.08 -0.31
N -0.908 0.281 -1.228 0.01 0.11 -0.42 0.62
O 0.238 1.072 -1.359 -0.16 -0.34 0.39 -0.27
C 0.268 1.971 -0.391 -0.05 0.23 0.08 0.66
N 0.284 2.758 0.447 0.09 -0.13 -0.14 -0.41
N -2.894 -0.491 -2.140 -0.19 0.27 -0.51 0.17
S -2.395 -2.112 -2.582 0.00 -0.21 -0.01 -0.15
H -5.254 -0.964 -0.121 0.01 -0.14 0.08 0.36
H -6.381 0.292 0.427 -0.14 -0.19 0.00 0.46
H -4.716 0.375 0.936 0.22 -0.07 0.19 -0.05
H -4.649 2.708 -1.708 -0.07 0.08 -0.01 0.28
H -5.869 1.007 -3.076 0.04 0.11 -0.15 0.38
H -5.725 -0.592 -2.369 -0.15 -0.06 -0.05 0.45
H -4.038 -0.603 -3.864 0.15 0.17 -0.33 0.54
H -3.270 1.572 -4.713 -0.02 -0.30 -0.17 0.38
H -3.364 2.266 -3.095 -0.30 0.11 -0.09 0.20
H -1.045 1.814 -3.354 0.09 -0.07 -0.20 0.25
H -1.026 -0.300 -0.405 0.18 -0.02 0.09 -0.12
H -3.358 -2.804 -1.958 -0.04 0.18 0.31 0.21
C 2.430 1.715 -3.639 -0.04 -0.03 -0.05 -0.76
C 1.823 1.624 -5.031 0.36 0.09 0.00 0.49
C 2.871 1.317 -6.087 -0.10 0.02 -0.09 -1.38
O 1.117 2.830 -5.335 -0.26 -0.15 0.12 -0.58
H 3.171 2.515 -3.582 0.06 -0.03 -0.09 0.46
H 1.651 1.945 -2.918 0.04 0.04 0.06 0.08
H 2.915 0.778 -3.359 0.01 0.02 0.03 0.13
H 1.059 0.842 -5.041 -0.04 0.00 -0.04 0.21
H 3.617 2.114 -6.120 0.04 -0.01 0.05 0.37
H 2.412 1.252 -7.072 -0.01 -0.02 0.00 0.35
H 3.386 0.377 -5.880 0.02 0.01 0.02 0.30
H 1.752 3.554 -5.346 0.01 0.03 -0.05 0.37
C -2.784 1.260 5.193 -0.17 -0.14 -0.07 -1.41
C -2.412 0.934 3.758 -0.19 0.32 0.08 0.81
C -2.307 2.192 2.909 0.03 -0.10 -0.08 -1.10
O -3.362 0.028 3.181 0.16 -0.11 -0.21 -0.57
H -3.762 1.751 5.227 0.03 0.05 -0.05 0.41
H -2.852 0.350 5.789 0.05 0.00 0.02 0.28
H -2.050 1.913 5.654 0.05 0.02 0.06 0.35
H -1.460 0.401 3.741 -0.01 -0.09 -0.02 -0.01
H -3.268 2.712 2.878 0.00 0.02 0.05 0.34
H -2.036 1.945 1.880 0.01 0.01 0.01 0.07
H -1.559 2.877 3.308 0.00 0.00 -0.01 0.45
H -4.219 0.468 3.193 -0.04 0.00 0.13 0.34
C 1.063 0.010 8.795 -0.10 0.01 0.06 -1.40
C 0.348 0.098 7.456 0.27 0.10 0.04 0.48
C 1.319 -0.028 6.291 -0.09 0.01 -0.09 -1.08
O -0.388 1.319 7.360 -0.01 -0.07 -0.04 -0.50
H 1.786 0.824 8.893 0.05 -0.02 -0.04 0.36
H 0.351 0.099 9.614 -0.02 -0.02 -0.01 0.34
H 1.597 -0.935 8.898 0.01 0.00 -0.01 0.38
H -0.401 -0.693 7.392 -0.07 0.03 -0.01 0.26
H 2.049 0.785 6.315 0.04 -0.03 0.05 0.34
H 0.786 0.033 5.341 -0.02 -0.02 0.00 0.14
H 1.860 -0.975 6.327 0.02 0.00 0.02 0.38
H 0.242 2.046 7.421 0.01 0.02 0.06 0.33
C -0.452 -3.047 1.117 0.04 -0.14 -0.17 -0.79
C 1.024 -2.990 0.756 -0.14 0.31 0.16 0.37
C 1.785 -2.023 1.648 0.10 -0.04 -0.07 -1.11
O 1.185 -2.623 -0.619 0.00 -0.22 -0.03 -0.50
H -0.918 -2.061 0.988 0.01 0.05 0.13 -0.06
H -0.979 -3.747 0.467 0.01 -0.02 0.01 0.24
H -0.600 -3.354 2.152 -0.03 0.06 0.02 0.41
H 1.458 -3.985 0.844 0.02 -0.03 -0.10 0.31
H 1.388 -1.007 1.537 -0.06 0.00 0.05 0.17
H 2.839 -1.997 1.374 0.00 -0.02 0.00 0.32
H 1.706 -2.304 2.698 -0.02 0.02 0.02 0.40
H 0.816 -1.742 -0.723 0.10 0.07 -0.04 0.23
C 5.919 -3.230 -3.083 0.01 -0.06 -0.07 -1.10
C 5.998 -2.050 -4.039 -0.17 -0.02 0.25 0.32
C 5.872 -0.722 -3.310 -0.02 0.09 -0.10 -0.95
O 4.989 -2.159 -5.045 0.10 0.10 -0.10 -0.53
H 4.953 -3.240 -2.571 0.01 0.05 0.04 0.18
H 6.014 -4.169 -3.628 0.03 0.01 -0.01 0.33
H 6.706 -3.184 -2.330 -0.01 0.01 0.01 0.37
H 6.947 -2.079 -4.574 -0.03 -0.01 -0.10 0.30
H 4.900 -0.660 -2.810 0.03 -0.05 0.07 0.09
H 5.936 0.107 -4.015 0.03 -0.01 0.00 0.27
H 6.652 -0.600 -2.557 -0.01 -0.01 0.01 0.42
H 4.136 -2.154 -4.598 -0.02 -0.08 0.02 0.33